19
Properties=species:S:1:pos:R:3:forces:R:3 method="wB97M-V/def2-TZVPD" lumo_energy_ev=-3.173 total_charge=+1 homo_ev=-14.26 energy_ev=-9818.45664 orbital_gap_ev=11.09
C -2.359 0.308 -0.578 0.0708 0.0473 -0.1678
C -1.465 1.534 -0.552 -0.1655 -0.1323 0.0234
N -0.181 1.211 0.165 -0.1102 -0.1463 0.1714
H -3.191 0.488 -1.257 -0.0399 0.0384 0.1048
H -1.826 -0.565 -0.955 0.0295 -0.0278 0.0490
H -2.756 0.080 0.410 -0.0057 -0.0349 0.0140
H -1.200 1.854 -1.556 0.0852 0.0789 0.0061
H -1.931 2.361 -0.023 0.0018 0.0551 -0.0331
H -0.382 0.716 1.038 -0.0365 -0.0175 -0.0245
H 0.359 2.039 0.414 0.0198 0.0303 -0.1664
H 0.413 0.559 -0.395 0.1095 0.0547 0.1418
N 2.292 -1.143 1.484 0.1033 -0.1792 -0.1495
C 1.354 -1.510 0.557 -0.0721 0.4060 0.2017
N 1.546 -0.948 -0.725 0.1527 -0.3014 -0.2777
O 0.324 -2.084 0.823 -0.0776 0.0363 -0.0086
H 2.182 -1.589 2.382 0.0334 -0.0330 -0.0009
H 3.246 -1.000 1.188 -0.0780 0.0418 0.0842
H 2.508 -0.795 -1.005 -0.0218 0.0511 0.0387
H 1.068 -1.517 -1.415 0.0012 0.0325 -0.0067